{
  "formula": "FHNO2S",
  "method": "ωB97M-V/def2-TZVPD",
  "species": ["N", "O", "O", "F", "S", "H"],
  "xyz": [[0.705, -0.610, -0.373], [-0.463, 1.440, 0.660], [-1.769, 0.302, -1.082], [1.103, -1.621, 0.425], [-0.995, 0.113, 0.156], [1.418, 0.376, 0.213]],
  "relative_energy_ev": 3.367,
  "total_energy_ev": -19151.8259,
  "e_homo_ev": -3.651,
  "charge": -1
}

{
  "formula": "C2H5Cl2NOS",
  "method": "ωB97M-V/def2-TZVPD",
  "species": ["C", "C", "N", "O", "S", "Cl", "Cl", "H", "H", "H", "H", "H"],
  "xyz": [[-0.058, 0.710, 0.189], [0.697, -0.070, 1.194], [1.315, -0.893, -1.708], [-2.113, 1.071, -1.233], [-1.620, -0.003, -0.439], [1.693, -1.304, -0.200], [-2.520, -0.174, 1.480], [-0.280, 1.863, 0.380], [0.552, 0.629, -0.838], [0.248, -0.743, 1.759], [1.433, 0.404, 1.649], [0.654, -1.490, -2.234]],
  "relative_energy_ev": 3.804,
  "total_energy_ev": -41567.3473,
  "e_homo_ev": [-9.236, -9.237],
  "charge": 0
}

{
  "formula": "C48H66FN7O3P",
  "method": "ωB97M-V/def2-TZVPD",
  "species": ["C", "C", "P", "C", "C", "N", "C", "C", "C", "C", "C", "C", "C", "C", "C", "C", "C", "O", "C", "C", "F", "C", "O", "O", "H", "H", "H", "H", "H", "H", "H", "H", "H", "H", "H", "H", "H", "H", "H", "H", "H", "H", "H", "H", "H", "H", "H", "H", "H", "H", "H", "H", "H", "H", "H", "H", "H", "H", "H", "H", "N", "C", "C", "C", "C", "C", "H", "H", "H", "H", "H", "N", "C", "C", "C", "C", "C", "H", "H", "H", "H", "H", "N", "C", "C", "C", "C", "C", "H", "H", "H", "H", "H", "N", "C", "C", "C", "C", "C", "H", "H", "H", "H", "H", "N", "C", "C", "C", "C", "C", "H", "H", "H", "H", "H", "N", "C", "C", "C", "C", "C", "H", "H", "H", "H", "H"],
  "xyz": [[4.063, -1.001, 3.583], [3.330, -1.364, 2.123], [4.702, -2.070, 1.006], [5.467, -3.682, 1.682], [4.431, -4.612, 2.576], [4.275, -2.145, -0.707], [3.515, -3.373, -1.114], [1.981, -3.494, -0.558], [1.513, -5.088, -0.364], [0.620, -5.236, 1.011], [-0.497, -6.439, 0.965], [-2.055, -5.915, 1.050], [-2.505, -5.107, -0.303], [-2.975, -3.554, 0.063], [-4.501, -3.668, 0.713], [-5.540, -2.599, 0.025], [-6.520, -1.838, 1.139], [-5.738, -0.840, 1.932], [-5.486, 0.347, 1.066], [3.759, -0.863, -1.289], [2.467, -0.376, -0.761], [3.669, -0.854, -2.955], [2.725, -1.482, -3.664], [4.743, -0.108, -3.692], [4.360, -1.956, 4.192], [5.092, -0.483, 3.269], [3.477, -0.189, 4.194], [2.555, -2.209, 2.365], [2.854, -0.353, 1.766], [5.821, -4.318, 0.766], [6.389, -3.454, 2.387], [3.825, -4.000, 3.372], [5.117, -5.394, 3.159], [3.730, -5.280, 1.878], [3.502, -3.561, -2.292], [4.106, -4.311, -0.671], [1.731, -2.835, 0.376], [1.277, -3.090, -1.434], [2.434, -5.825, -0.364], [0.801, -5.426, -1.261], [0.072, -4.217, 1.219], [1.384, -5.482, 1.882], [-0.295, -7.113, 1.927], [-0.400, -7.135, 0.027], [-2.769, -6.841, 1.159], [-2.258, -5.207, 1.969], [-3.394, -5.647, -0.852], [-1.591, -5.092, -1.057], [-2.279, -3.166, 0.921], [-2.979, -2.890, -0.900], [-4.900, -4.745, 0.459], [-4.515, -3.560, 1.880], [-6.248, -3.208, -0.689], [-4.971, -1.818, -0.670], [-6.970, -2.648, 1.869], [-7.421, -1.294, 0.580], [-5.995, 1.325, 1.510], [-5.955, 0.204, -0.018], [-4.318, 0.503, 0.992], [4.562, -0.018, -1.027], [-3.926, -2.009, 5.460], [-3.193, -1.351, 6.385], [-2.990, 0.019, 6.375], [-3.570, 0.763, 5.352], [-4.329, 0.114, 4.384], [-4.479, -1.260, 4.481], [-2.758, -1.976, 7.160], [-2.393, 0.495, 7.145], [-3.432, 1.839, 5.311], [-4.794, 0.665, 3.575], [-5.065, -1.812, 3.752], [0.060, 3.432, -4.941], [1.059, 4.139, -4.369], [2.211, 3.566, -3.853], [2.347, 2.184, -3.923], [1.334, 1.429, -4.505], [0.222, 2.092, -4.997], [0.905, 5.213, -4.335], [2.982, 4.183, -3.407], [3.235, 1.699, -3.528], [1.410, 0.349, -4.574], [-0.594, 1.547, -5.463], [3.915, 0.725, 6.706], [2.826, -0.025, 6.982], [2.160, 0.002, 8.197], [2.640, 0.846, 9.192], [3.760, 1.630, 8.938], [4.356, 1.537, 7.691], [2.492, -0.670, 6.175], [1.288, -0.621, 8.363], [2.144, 0.893, 10.158], [4.159, 2.298, 9.693], [5.231, 2.131, 7.443], [1.902, 7.651, -4.163], [2.829, 7.068, -4.954], [4.193, 7.270, -4.820], [4.637, 8.125, -3.817], [3.706, 8.742, -2.987], [2.363, 8.474, -3.196], [2.433, 6.412, -5.724], [4.893, 6.773, -5.483], [5.699, 8.309, -3.683], [4.020, 9.414, -2.196], [1.598, 8.929, -2.573], [5.876, 7.495, -9.256], [4.959, 6.861, -8.492], [4.922, 5.487, -8.313], [5.881, 4.713, -8.957], [6.838, 5.337, -9.752], [6.795, 6.717, -9.868], [4.230, 7.508, -8.013], [4.164, 5.032, -7.685], [5.884, 3.634, -8.841], [7.598, 4.762, -10.268], [7.522, 7.250, -10.474], [-11.426, -1.594, 0.615], [-10.693, -0.936, 1.540], [-10.490, 0.435, 1.529], [-11.070, 1.179, 0.507], [-11.829, 0.530, -0.461], [-11.979, -0.845, -0.364], [-10.258, -1.560, 2.315], [-9.893, 0.911, 2.299], [-10.932, 2.255, 0.466], [-12.294, 1.081, -1.270], [-12.565, -1.397, -1.093]],
  "total_energy_ev": -79416.2408,
  "e_homo_ev": -4.829,
  "charge": -1
}